{
  "formula": "C16H20NOSTl",
  "method": "ωB97M-V/def2-TZVPD",
  "symbols": ["Tl", "C", "C", "C", "H", "C", "C", "H", "H", "H", "H", "C", "C", "C", "H", "C", "C", "H", "H", "H", "H", "O", "C", "C", "C", "C", "C", "H", "H", "H", "H", "H", "H", "H", "H", "H", "H", "S", "C", "N"],
  "coordinates": [[-0.7454, -0.4831, 0.3412], [-3.0412, -0.0352, 0.0906], [-2.4480, 1.2325, 0.2850], [-1.6126, 1.4960, -0.8077], [-2.5691, 1.8488, 1.1565], [-1.6635, 0.3966, -1.6866], [-2.5751, -0.5359, -1.1416], [-2.8627, -1.4713, -1.5865], [-3.7188, -0.5241, 0.7688], [-0.9933, 2.3680, -0.9251], [-1.1251, 0.2936, -2.6137], [-0.2787, -2.6073, 1.3833], [-1.1083, -2.8628, 0.2833], [-0.4037, -2.4973, -0.8879], [-2.1139, -3.2459, 0.3264], [0.8529, -1.9991, -0.5067], [0.9257, -2.0586, 0.9067], [1.7309, -1.6990, 1.5216], [-0.5483, -2.7202, 2.4169], [-0.7648, -2.5754, -1.8983], [1.6230, -1.6648, -1.1789], [0.9553, 0.9471, 0.5102], [2.1246, 1.4232, -0.2799], [2.1008, 2.7409, 0.5100], [1.8111, 1.5131, -1.7482], [3.3330, 0.5669, 0.0128], [1.0304, 2.1092, 1.3890], [1.7518, 3.5883, -0.0740], [3.0322, 3.0012, 1.0047], [1.3362, 1.8102, 2.3863], [0.0740, 2.6181, 1.4508], [2.6489, 1.9696, -2.2742], [0.9261, 2.1155, -1.9314], [1.6431, 0.5253, -2.1705], [4.2386, 1.1644, -0.0890], [3.4067, -0.2736, -0.6711], [3.2938, 0.1792, 1.0282], [-4.6117, -2.9891, 2.1108], [-3.3427, -2.1665, 1.5299], [-2.3121, -1.4986, 1.0582]],
  "charge": -2,
  "largest_force_ev_per_a": 18.50,
  "lumo_energy_ev": [4.6, 4.7],
  "homo_lumo_gap_ha": [0.14080, 0.07377],
  "e_above_lowest_kj_mol": 1268.20
}

=====

{
  "formula": "C16H20O",
  "method": "ωB97M-V/def2-TZVPD",
  "symbols": ["C", "C", "O", "C", "C", "C", "C", "C", "C", "C", "C", "C", "C", "C", "C", "C", "C", "H", "H", "H", "H", "H", "H", "H", "H", "H", "H", "H", "H", "H", "H", "H", "H", "H", "H", "H", "H"],
  "coordinates": [[-3.7444, 2.1181, 4.1612], [-3.8580, 1.6036, 2.7546], [-5.0495, 1.6599, 2.3597], [-2.8244, 0.7694, 2.0124], [-1.6437, 0.4201, 2.6789], [-0.5109, -0.2620, 1.9322], [-0.2128, 0.3784, 0.6045], [1.1265, -0.2731, 0.0917], [1.6271, 0.3978, -1.2175], [2.4344, -0.6711, -2.1226], [3.7318, -1.0374, -1.8231], [4.4591, -1.8615, -2.7196], [3.9203, -2.3294, -3.9058], [2.7071, -1.9548, -4.2502], [1.9385, -1.1462, -3.3477], [-1.5059, 0.3928, -0.2314], [-2.8407, 0.7419, 0.4824], [-4.6368, 2.7293, 4.3136], [-2.9389, 2.8100, 4.3289], [-3.7684, 1.2309, 4.8579], [-1.4017, 0.6555, 3.7278], [0.3175, -0.1889, 2.6569], [-0.6214, -1.3390, 1.8112], [0.1437, 1.4844, 0.9089], [0.9039, -1.3636, -0.0125], [1.9748, 0.0223, 0.7796], [2.2625, 1.1976, -1.0324], [0.6950, 0.7132, -1.8496], [4.0349, -0.7880, -0.7725], [5.4851, -2.0634, -2.4726], [4.4904, -2.9515, -4.6091], [2.2020, -2.3204, -5.1778], [0.8434, -0.9782, -3.4324], [-1.4477, 1.0709, -1.0940], [-1.5793, -0.5590, -0.7707], [-3.1378, 1.7117, 0.1457], [-3.5756, -0.0204, 0.2334]],
  "charge": 0,
  "largest_force_ev_per_a": 5.46,
  "lumo_energy_ev": 0.4,
  "homo_lumo_gap_ha": 0.34828,
  "smiles": "CC(=O)C1=CC[C@@H](CCc2ccccc2)CC1",
  "e_above_lowest_kj_mol": 190.49
}

=====

{
  "formula": "C16H21BIN4SeW",
  "method": "ωB97M-V/def2-TZVPD",
  "symbols": ["W", "B", "N", "C", "C", "C", "N", "N", "C", "C", "C", "N", "H", "H", "H", "H", "H", "H", "H", "H", "I", "C", "H", "H", "C", "C", "C", "C", "C", "C", "Se", "C", "C", "C", "H", "H", "H", "H", "H", "H", "H", "H", "H", "H", "H"],
  "coordinates": [[0.2475, -0.6897, 0.2213], [1.1482, 1.7112, 1.5558], [1.9431, 1.7632, 0.2409], [2.8797, 2.5396, -0.3038], [3.1817, 2.0449, -1.5655], [2.3672, 0.9321, -1.7198], [1.6240, 0.7725, -0.6193], [-0.3304, 2.0282, 1.2390], [-1.1959, 3.0071, 1.4785], [-2.4268, 2.6531, 0.9314], [-2.2247, 1.4055, 0.3697], [-0.9470, 1.0377, 0.5595], [1.0918, 0.4772, 1.8198], [1.6190, 2.3261, 2.4585], [3.2698, 3.3897, 0.2316], [3.8964, 2.4368, -2.2672], [2.2874, 0.2393, -2.5411], [-0.8950, 3.8875, 2.0227], [-3.3396, 3.2217, 0.9535], [-2.9148, 0.7520, -0.1373], [2.2807, -2.2747, 0.5536], [-0.7058, -1.1055, -1.3401], [-0.8505, -2.1236, -1.6997], [-1.1397, -0.3374, -1.9807], [2.1305, -4.1352, 6.4142], [1.2860, -3.6098, 5.2866], [0.8155, -2.3013, 5.2934], [0.0576, -1.7873, 4.2480], [-0.4765, -0.3837, 4.3289], [-0.2081, -2.6284, 3.1679], [-1.2268, -2.0056, 1.6557], [0.1964, -3.9651, 3.1427], [-0.1802, -4.9024, 2.0252], [0.9538, -4.4247, 4.2115], [1.9921, -3.5477, 7.3205], [3.1891, -4.0954, 6.1498], [1.8866, -5.1736, 6.6374], [1.0330, -1.6627, 6.1421], [-0.1475, 0.0994, 5.2466], [-1.5694, -0.3840, 4.3208], [-0.1480, 0.2303, 3.4917], [-1.2627, -4.9378, 1.8854], [0.1605, -5.9113, 2.2503], [0.2631, -4.6041, 1.0731], [1.2762, -5.4605, 4.2119]],
  "charge": 1,
  "largest_force_ev_per_a": 0.62,
  "lumo_energy_ev": -5.2,
  "homo_lumo_gap_ha": 0.22403,
  "e_above_lowest_kj_mol": 0.00
}

=====

{
  "formula": "C16H21BrCl4NO4",
  "method": "ωB97M-V/def2-TZVPD",
  "symbols": ["C", "C", "C", "C", "C", "Cl", "C", "C", "Cl", "C", "Br", "C", "O", "C", "C", "O", "C", "C", "C", "N", "C", "O", "O", "H", "H", "H", "H", "H", "H", "H", "H", "H", "H", "H", "H", "H", "H", "H", "H", "H", "H", "H", "C", "Cl", "Cl", "H", "H"],
  "coordinates": [[-4.2766, 2.2645, 2.0774], [-3.1286, 2.0380, 1.4568], [-2.0022, 1.3676, 0.5195], [-1.0871, 0.1921, 1.0583], [-1.1877, -0.4698, 2.5257], [-2.8923, -0.8908, 3.0608], [-0.3906, 0.5127, 3.5751], [1.2249, 0.3799, 3.3133], [-0.6901, 0.0972, 5.3377], [0.0217, -0.3424, 0.0281], [1.3386, -1.7676, 0.4556], [0.1440, 0.2934, -1.4422], [1.1192, -0.0953, -2.4110], [0.7653, -1.3545, -3.0781], [2.1374, -2.2609, -3.0680], [1.9445, -3.5877, -3.6229], [1.6015, -4.5561, -2.5702], [0.0198, -4.9346, -2.7957], [-0.8839, 1.4544, -1.8089], [-1.8970, 1.9341, -0.8496], [-2.8500, 3.0610, -1.2310], [-2.7834, 3.4159, -2.6338], [-3.5853, 2.5686, -3.3320], [-5.2814, 2.4561, 2.6089], [-0.5841, -1.4690, 2.5456], [-0.6566, 1.6004, 3.2937], [1.4727, 0.6905, 2.2144], [1.7670, 1.1153, 4.0239], [1.6104, -0.6962, 3.4353], [-0.1352, -1.9029, -2.6124], [0.5688, -1.1270, -4.2057], [2.6609, -2.2507, -2.0393], [2.8602, -1.7061, -3.7990], [2.2491, -5.5105, -2.7473], [1.8163, -4.1725, -1.5077], [-0.4998, -5.2022, -1.8030], [0.0329, -5.8230, -3.5523], [-0.4467, -4.0043, -3.3172], [-0.7740, 1.8828, -2.8835], [-3.9585, 2.7918, -1.0118], [-2.5645, 3.9612, -0.5704], [-2.9618, 2.0836, -3.9421], [4.0100, 3.7552, 4.3196], [4.0758, 3.1597, 2.6559], [3.7622, 2.4299, 5.4627], [4.9499, 4.2547, 4.5547], [3.1845, 4.4610, 4.4109]],
  "charge": 1,
  "largest_force_ev_per_a": 7.03,
  "lumo_energy_ev": -5.2,
  "homo_lumo_gap_ha": 0.25841
}

=====

{
  "formula": "C16H21BrGeINPtS",
  "method": "ωB97M-V/def2-TZVPD",
  "symbols": ["Pt", "C", "C", "C", "C", "C", "Br", "N", "C", "H", "H", "H", "H", "H", "H", "I", "S", "C", "C", "C", "C", "C", "C", "H", "H", "H", "H", "H", "C", "Ge", "C", "C", "C", "H", "H", "H", "H", "H", "H", "H", "H", "H", "H"],
  "coordinates": [[-0.6352, 2.0177, 0.6294], [-4.2336, -1.9249, 2.0575], [-3.9255, -0.9325, 0.9732], [-4.7045, -0.9075, -0.2168], [-4.3885, 0.1214, -1.1491], [-3.3221, 0.9335, -0.9040], [-3.0155, 2.3804, -2.1366], [-2.4926, 0.8640, 0.1647], [-2.8882, -0.0606, 1.1197], [-5.2729, -1.8307, 2.3925], [-3.5821, -1.7800, 2.9208], [-4.1036, -2.9525, 1.6990], [-5.5463, -1.5720, -0.3645], [-4.9798, 0.2807, -2.0408], [-2.2917, -0.0537, 2.0247], [-1.3357, 3.1743, 2.9661], [1.8200, 1.9984, -1.7096], [3.0804, 1.7770, -0.5209], [4.4034, 2.0348, -0.9095], [5.4513, 1.8714, -0.0219], [5.2118, 1.4420, 1.2811], [3.9040, 1.1925, 1.6720], [2.8450, 1.3546, 0.7887], [4.5971, 2.3594, -1.9263], [6.4655, 2.0758, -0.3491], [6.0321, 1.3110, 1.9773], [3.6916, 0.8755, 2.6870], [1.8219, 1.2005, 1.1179], [0.5624, -1.4409, 0.9542], [0.5006, -0.7358, -0.8847], [2.1478, -1.4156, -1.7538], [-1.0083, -1.5988, -1.8104], [0.3244, 1.2136, -1.0330], [0.3824, -2.5197, 0.9598], [-0.1973, -0.9408, 1.5556], [1.5374, -1.2458, 1.4060], [2.1757, -2.5075, -1.6886], [3.0352, -1.0116, -1.2617], [2.1821, -1.1220, -2.8048], [-0.9408, -2.6877, -1.7319], [-1.0053, -1.3245, -2.8682], [-1.9534, -1.2730, -1.3765], [-0.3488, 1.3595, -1.8843]],
  "charge": -2,
  "s_squared": 2.018,
  "largest_force_ev_per_a": 0.13,
  "lumo_energy_ev": [4.8, 4.8],
  "homo_lumo_gap_ha": [0.13239, 0.21516],
  "e_above_lowest_kj_mol": 0.00,
  "spin_multiplicity": 3
}

=====

One value per record, in order, for calculated total energy: -35967.2082, -18961.6057, -98836.9156, -146724.4107, -167164.1183 eV.